Record 1
C40H68BLaN4O9PTe as an isolated structure in a non-equilibrium geometry, computed with ωB97M-V/def2-TZVPD.

multiplicity = 2
HOMO-LUMO gap (alpha / beta) = 0.1471 / 0.2047 Ha
net charge = -2
⟨S²⟩ = 0.787
HOMO (alpha / beta) = -0.0293 / -0.0870 Ha

The geometry in XYZ format:
```
125
C40H68BLaN4O9PTe, DFT ωB97M-V/def2-TZVPD
La 2.175 -0.508 0.014
C 4.275 5.940 0.482
O 3.171 6.841 0.759
C 2.310 6.876 -0.342
C 0.934 7.276 -0.005
O 0.053 7.287 -1.076
C -0.407 6.008 -1.587
H 4.862 6.359 -0.310
H 3.931 4.973 0.229
H 4.861 5.922 1.372
H 2.352 5.803 -0.759
H 2.789 7.490 -1.192
H 0.994 8.262 0.382
H 0.661 6.516 0.753
H -0.408 5.246 -0.765
H 0.260 5.567 -2.386
H -1.416 6.090 -1.969
C 4.592 -3.189 5.034
O 3.264 -2.869 4.728
C 2.883 -2.916 3.439
O 3.626 -3.300 2.529
N 1.588 -2.459 3.346
N 1.041 -2.219 2.031
H 4.693 -3.202 6.117
H 5.276 -2.453 4.492
H 4.884 -4.127 4.661
H 1.138 -2.166 4.186
H 0.200 -1.660 2.179
H 0.661 -3.100 1.721
O -2.054 1.863 -0.595
H -2.821 1.358 -0.891
H -1.337 1.216 -0.572
O 0.239 0.572 -0.714
O -0.052 -0.275 0.425
O 4.995 1.715 0.333
H 4.367 1.629 3.706
H 4.793 1.111 1.039
C 4.638 0.819 -0.735
C 5.315 1.080 -1.886
C 6.252 2.049 -2.188
C 6.932 2.157 -3.361
C 6.872 1.114 -4.378
C 5.794 0.171 -4.219
C 5.082 0.193 -3.011
H 6.227 2.930 -1.520
H 7.665 2.941 -3.417
H 7.474 1.232 -5.271
H 5.550 -0.455 -5.068
H 4.248 -0.555 -2.886
C -1.840 -0.819 -3.728
C -0.611 -1.461 -3.102
P 0.999 -0.546 -3.345
C 1.249 -1.015 -5.180
C 2.682 -0.892 -5.673
C 0.723 1.316 -3.455
C 2.097 2.066 -3.718
H -2.752 -1.417 -3.720
H -1.678 -0.650 -4.860
H -2.097 0.025 -3.117
H -0.360 -2.482 -3.506
H -0.674 -1.470 -2.021
H 0.594 -0.364 -5.752
H 0.893 -2.012 -5.138
H 2.916 0.136 -5.748
H 2.721 -1.425 -6.620
H 3.304 -1.427 -4.920
H 0.296 1.464 -2.483
H -0.032 1.495 -4.238
H 2.909 1.431 -3.459
H 2.185 2.978 -3.092
H 2.179 2.443 -4.736
B 0.499 -5.359 -1.777
C 1.259 -4.132 -1.144
N 1.890 -3.236 -0.814
H -0.587 -5.097 -2.238
H 0.288 -6.196 -0.922
H 1.258 -5.884 -2.639
C 1.316 1.391 3.570
C 2.683 1.110 3.113
O 3.522 1.522 4.150
N 3.091 0.572 2.065
Te -4.194 -0.766 3.785
C -5.626 -0.222 2.315
C -5.748 1.137 1.947
C -4.835 2.220 2.454
C -6.619 1.495 0.923
C -7.389 0.594 0.235
C -8.249 0.949 -0.966
C -7.225 -0.772 0.582
C -6.400 -1.204 1.580
C -6.351 -2.643 1.866
C -3.058 -2.403 3.001
C -2.711 -2.372 1.576
C -2.912 -1.210 0.661
C -2.091 -3.541 1.117
C -1.728 -4.602 1.963
C -0.830 -5.703 1.477
C -1.941 -4.474 3.354
C -2.631 -3.416 3.888
C -2.925 -3.371 5.376
H 1.026 0.757 4.408
H 0.655 1.179 2.717
H 1.167 2.433 3.844
H -4.022 2.420 1.675
H -4.321 1.801 3.350
H -5.379 3.186 2.672
H -6.748 2.538 0.658
H -9.198 1.371 -0.674
H -8.278 0.121 -1.599
H -7.668 1.696 -1.499
H -7.716 -1.574 0.024
H -7.046 -3.203 1.226
H -6.685 -2.822 2.959
H -5.426 -3.189 1.746
H -3.962 -0.987 0.573
H -2.423 -1.368 -0.308
H -2.416 -0.309 1.003
H -1.794 -3.593 0.118
H 0.135 -5.276 1.211
H -1.261 -6.261 0.590
H -0.723 -6.476 2.275
H -1.774 -5.318 3.937
H -3.221 -4.341 5.788
H -3.715 -2.661 5.565
H -2.086 -3.037 6.005
```


Record 2
A 6-piece molecular cluster, C40H68ClN5O3Si overall in a non-equilibrium geometry, computed with ωB97M-V/def2-TZVPD.

HOMO-LUMO gap = 0.3351 Ha
HOMO = -0.3246 Ha
SMILES = C[Si](C)(CCCCCCCCOC(=O)OCCCCl)c1ccccc1.CCCC#N.CCCC#N.CCCC#N.CCCC#N.CCCC#N

The geometry in XYZ format:
```
118
C40H68ClN5O3Si, DFT ωB97M-V/def2-TZVPD
C 5.248 -3.554 1.904
Si 4.884 -2.257 0.599
C 3.801 -0.952 1.448
C 3.974 -2.956 -0.895
C 2.957 -2.009 -1.541
C 1.899 -2.789 -2.334
C 0.730 -1.891 -2.779
C -0.652 -2.336 -2.224
C -1.755 -2.055 -3.241
C -2.141 -0.557 -3.277
C -3.129 -0.281 -2.162
O -3.017 1.083 -1.692
C -4.085 1.538 -1.002
O -5.030 1.983 -1.551
O -4.011 1.525 0.340
C -3.980 0.230 0.962
C -4.513 0.318 2.376
C -4.332 -1.074 2.992
Cl -5.815 -1.674 3.769
C 6.446 -1.330 0.078
C 7.083 -0.555 1.059
C 8.221 0.190 0.760
C 8.716 0.156 -0.541
C 8.112 -0.617 -1.526
C 6.971 -1.359 -1.218
H 4.297 -4.008 2.184
H 5.890 -4.359 1.556
H 5.665 -3.099 2.799
H 4.175 -0.756 2.449
H 2.749 -1.215 1.458
H 3.922 -0.030 0.881
H 4.708 -3.217 -1.660
H 3.483 -3.891 -0.635
H 2.411 -1.418 -0.807
H 3.451 -1.308 -2.212
H 2.370 -3.230 -3.207
H 1.511 -3.548 -1.662
H 0.650 -1.879 -3.864
H 0.885 -0.864 -2.459
H -0.825 -1.772 -1.306
H -0.634 -3.393 -1.971
H -2.667 -2.581 -2.955
H -1.445 -2.393 -4.223
H -1.264 0.070 -3.159
H -2.608 -0.383 -4.242
H -4.151 -0.512 -2.459
H -2.900 -0.949 -1.335
H -4.608 -0.457 0.392
H -2.972 -0.183 0.925
H -3.968 1.084 2.917
H -5.577 0.516 2.323
H -4.116 -1.777 2.194
H -3.486 -1.126 3.666
H 6.685 -0.533 2.064
H 8.687 0.798 1.517
H 9.597 0.745 -0.759
H 8.491 -0.642 -2.536
H 6.469 -1.949 -1.968
C -2.504 0.541 7.291
C -1.909 1.928 7.101
C -1.855 2.342 5.627
C -0.941 1.514 4.843
N -0.236 0.878 4.201
H -1.884 -0.225 6.822
H -2.586 0.297 8.350
H -3.504 0.487 6.855
H -0.910 1.965 7.538
H -2.514 2.660 7.638
H -1.529 3.381 5.546
H -2.852 2.288 5.185
C 8.754 4.095 -1.529
C 9.722 4.806 -2.466
C 10.369 3.850 -3.472
C 11.231 2.867 -2.819
N 11.907 2.093 -2.306
H 9.273 3.361 -0.911
H 8.270 4.809 -0.863
H 7.974 3.577 -2.091
H 10.494 5.311 -1.883
H 9.189 5.580 -3.021
H 10.968 4.413 -4.190
H 9.600 3.327 -4.043
C -7.837 0.909 -0.539
C -9.098 1.264 -1.317
C -10.382 0.777 -0.635
C -10.463 -0.681 -0.589
N -10.527 -1.827 -0.556
H -7.711 -0.176 -0.471
H -6.953 1.322 -1.030
H -7.877 1.313 0.476
H -9.036 0.848 -2.324
H -9.158 2.348 -1.425
H -11.254 1.154 -1.173
H -10.441 1.172 0.381
C -5.507 2.005 -4.916
C -4.825 3.362 -4.822
C -4.573 4.001 -6.193
C -3.612 3.239 -6.988
N -2.855 2.642 -7.611
H -4.877 1.279 -5.433
H -5.709 1.622 -3.917
H -6.456 2.074 -5.452
H -3.882 3.260 -4.282
H -5.451 4.039 -4.238
H -4.187 5.013 -6.064
H -5.509 4.087 -6.747
C -0.328 -4.474 5.236
C 0.245 -3.066 5.110
C 0.269 -2.556 3.667
C 1.182 -3.316 2.823
N 1.902 -3.913 2.160
H 0.291 -5.203 4.711
H -0.379 -4.774 6.283
H -1.338 -4.524 4.824
H 1.253 -3.042 5.527
H -0.360 -2.378 5.703
H 0.577 -1.509 3.657
H -0.734 -2.595 3.237
```


Record 3
A 7-piece molecular cluster, C40H69ClFN3O20PS overall in a non-equilibrium geometry, computed with ωB97M-V/def2-TZVPD.

HOMO-LUMO gap = 0.2577 Ha
net charge = +1
HOMO = -0.4288 Ha

The geometry in XYZ format:
```
136
C40H69ClFN3O20PS, DFT ωB97M-V/def2-TZVPD
C 5.993 0.888 2.383
C 5.233 2.158 2.004
C 3.887 1.916 1.281
Cl 4.130 0.792 -0.124
C 2.787 1.367 2.193
C 2.854 -0.162 2.526
S 2.996 -0.380 4.348
N 1.447 -0.546 2.255
C 0.648 0.400 1.930
C -0.771 0.067 1.698
C -1.192 -1.208 1.430
C -2.487 -1.580 1.206
C -3.408 -0.488 1.316
C -2.872 0.738 1.624
N -1.616 1.064 1.792
C 1.302 1.757 1.866
C 1.085 2.566 0.569
O 1.012 3.769 0.674
N 1.020 1.927 -0.687
C -0.052 2.362 -1.485
O -1.028 2.950 -1.117
F 0.090 2.021 -2.762
P 0.752 2.684 3.426
C -0.892 3.500 3.171
C 1.909 4.122 3.690
H 6.350 0.337 1.516
H 6.888 1.195 2.929
H 5.447 0.229 3.058
H 5.031 2.822 2.847
H 5.844 2.682 1.268
H 3.619 2.871 0.831
H 3.069 1.793 3.156
H 3.552 -0.760 1.950
H 2.233 0.618 4.855
H 1.264 -1.532 2.388
H -0.441 -1.989 1.365
H -2.786 -2.596 1.002
H -4.469 -0.629 1.189
H -3.587 1.550 1.745
H 1.085 0.916 -0.642
H -1.182 3.529 2.121
H -1.652 2.929 3.695
H -0.822 4.518 3.553
H 1.432 4.988 3.229
H 2.885 3.972 3.234
H 1.969 4.307 4.760
C -3.245 4.248 -0.552
C -3.855 5.565 -0.127
O -5.276 5.595 -0.332
C -5.990 4.882 0.533
O -5.556 4.239 1.458
O -7.275 4.994 0.203
C -8.154 4.194 0.997
H -3.504 4.025 -1.588
H -2.167 4.271 -0.457
H -3.623 3.425 0.058
H -3.449 6.371 -0.735
H -3.623 5.797 0.914
H -8.024 4.396 2.054
H -7.987 3.137 0.792
H -9.173 4.444 0.716
C 3.619 -0.091 -5.267
C 3.874 -0.932 -4.034
O 4.439 -2.206 -4.360
C 5.728 -2.186 -4.714
O 6.433 -1.213 -4.760
O 6.090 -3.430 -5.012
C 7.430 -3.547 -5.504
H 2.996 -0.638 -5.976
H 3.118 0.840 -4.999
H 4.549 0.154 -5.776
H 2.928 -1.144 -3.535
H 4.509 -0.411 -3.315
H 8.145 -3.112 -4.809
H 7.511 -3.073 -6.481
H 7.646 -4.606 -5.610
C 7.498 -5.858 -12.463
C 6.714 -5.791 -11.169
O 7.319 -4.899 -10.220
C 7.167 -3.602 -10.474
O 6.568 -3.121 -11.398
O 7.808 -2.918 -9.522
C 7.812 -1.503 -9.727
H 8.536 -6.127 -12.265
H 7.063 -6.598 -13.135
H 7.504 -4.895 -12.972
H 6.708 -6.771 -10.694
H 5.675 -5.508 -11.341
H 6.801 -1.120 -9.844
H 8.416 -1.253 -10.598
H 8.261 -1.054 -8.845
C 0.787 -5.118 9.032
C 1.043 -6.256 8.067
O 1.032 -5.814 6.698
C 2.102 -5.133 6.306
O 3.068 -4.869 6.969
O 1.919 -4.778 5.026
C 2.960 -3.955 4.508
H -0.147 -4.611 8.781
H 0.723 -5.491 10.053
H 1.581 -4.374 8.988
H 0.246 -6.992 8.147
H 1.979 -6.768 8.288
H 3.934 -4.425 4.626
H 2.945 -2.983 4.996
H 2.767 -3.818 3.443
C -9.848 5.190 8.797
C -9.558 3.976 7.939
O -9.557 4.295 6.539
C -8.492 4.959 6.101
O -7.539 5.293 6.755
O -8.663 5.198 4.798
C -7.632 5.995 4.213
H -10.785 5.656 8.491
H -9.920 4.906 9.847
H -9.065 5.941 8.697
H -10.345 3.236 8.074
H -8.616 3.501 8.216
H -6.650 5.557 4.381
H -7.668 7.008 4.610
H -7.818 6.033 3.145
C -3.980 -4.996 -5.210
C -4.826 -4.909 -3.958
O -4.201 -4.103 -2.941
C -4.229 -2.792 -3.151
O -4.731 -2.224 -4.080
O -3.586 -2.199 -2.133
C -3.456 -0.784 -2.275
H -2.980 -5.360 -4.969
H -4.437 -5.672 -5.932
H -3.864 -4.020 -5.680
H -4.940 -5.899 -3.522
H -5.826 -4.531 -4.172
H -4.426 -0.312 -2.424
H -2.794 -0.544 -3.107
H -3.028 -0.417 -1.347
```


Record 4
A 10-piece molecular cluster, C40H70N10 overall in a non-equilibrium geometry, computed with ωB97M-V/def2-TZVPD.

HOMO-LUMO gap = 0.4140 Ha
energy relative to the best compared isomer or geometry (same formula, charge and spin) = 100.7 kJ/mol
HOMO = -0.4124 Ha
SMILES = CCCC#N.CCCC#N.CCCC#N.CCCC#N.CCCC#N.CCCC#N.CCCC#N.CCCC#N.CCCC#N.CCCC#N

The geometry in XYZ format:
```
120
C40H70N10, DFT ωB97M-V/def2-TZVPD
C -1.554 -0.981 0.487
C -0.442 0.003 0.827
C -0.328 1.058 -0.273
C 0.143 0.552 -1.563
N 0.524 0.084 -2.543
H -2.528 -0.496 0.454
H -1.626 -1.764 1.247
H -1.308 -1.509 -0.434
H 0.549 -0.456 0.866
H -0.624 0.465 1.794
H 0.362 1.841 0.054
H -1.279 1.572 -0.451
C -0.180 4.273 1.700
C -0.640 5.562 0.985
C -0.377 5.592 -0.521
C -1.005 4.487 -1.240
N -1.552 3.672 -1.833
H -0.782 3.437 1.343
H -0.376 4.395 2.764
H 0.883 4.063 1.581
H -0.114 6.408 1.429
H -1.681 5.645 1.300
H 0.703 5.535 -0.666
H -0.720 6.522 -0.973
C 0.539 -2.322 3.869
C 0.600 -1.430 5.101
C 0.631 -2.230 6.421
C 1.835 -3.038 6.588
N 2.795 -3.652 6.685
H 1.518 -2.756 3.666
H 0.315 -1.671 3.022
H -0.198 -3.119 3.944
H -0.288 -0.796 5.174
H 1.429 -0.723 5.115
H -0.225 -2.909 6.461
H 0.547 -1.569 7.285
C 1.031 -3.701 -2.996
C -0.396 -3.524 -2.470
C -0.711 -4.092 -1.090
C 0.256 -3.768 -0.022
N 0.995 -3.547 0.822
H 1.512 -4.668 -2.860
H 1.680 -3.056 -2.385
H 1.088 -3.275 -3.995
H -1.101 -3.953 -3.183
H -0.643 -2.460 -2.432
H -0.715 -5.186 -1.108
H -1.679 -3.707 -0.769
C -2.628 -4.444 1.959
C -3.069 -4.513 3.422
C -3.233 -3.125 4.046
C -4.264 -2.313 3.388
N -5.098 -1.682 2.913
H -2.556 -5.452 1.543
H -1.650 -3.972 1.867
H -3.342 -3.948 1.297
H -2.249 -4.988 3.965
H -3.980 -5.100 3.519
H -2.303 -2.555 4.023
H -3.555 -3.233 5.084
C 3.371 -0.473 0.119
C 4.258 0.186 -0.965
C 4.880 -0.911 -1.833
C 5.778 -1.873 -1.187
N 6.499 -2.612 -0.682
H 3.191 0.311 0.863
H 3.857 -1.294 0.639
H 2.405 -0.761 -0.293
H 4.978 0.821 -0.450
H 3.705 0.819 -1.659
H 5.430 -0.472 -2.670
H 4.072 -1.495 -2.279
C -3.347 3.068 -5.176
C -1.823 2.956 -5.146
C -1.311 1.631 -4.542
C -1.726 0.431 -5.290
N -2.047 -0.502 -5.875
H -3.733 2.394 -5.939
H -3.645 4.093 -5.396
H -3.775 2.832 -4.201
H -1.323 3.693 -4.520
H -1.467 2.996 -6.175
H -1.615 1.398 -3.520
H -0.220 1.631 -4.565
C 4.190 3.643 2.870
C 4.376 2.724 4.053
C 3.691 1.344 3.897
C 2.280 1.472 3.570
N 1.175 1.561 3.279
H 3.120 3.856 2.789
H 4.585 3.237 1.939
H 4.672 4.612 3.010
H 4.032 3.103 5.018
H 5.440 2.539 4.231
H 3.927 0.707 4.746
H 4.121 0.830 3.027
C 1.113 -1.531 -7.028
C 1.305 -1.110 -5.567
C 2.639 -1.530 -4.970
C 3.808 -0.843 -5.527
N 4.747 -0.315 -5.924
H 0.149 -1.238 -7.433
H 1.136 -2.626 -7.096
H 1.953 -1.210 -7.647
H 0.477 -1.544 -5.009
H 1.201 -0.024 -5.536
H 2.824 -2.593 -5.146
H 2.638 -1.319 -3.900
C -3.917 2.869 0.344
C -4.121 2.377 1.784
C -4.878 1.057 1.915
C -6.170 1.029 1.232
N -7.164 1.016 0.663
H -3.137 3.625 0.280
H -4.845 3.299 -0.029
H -3.574 2.072 -0.321
H -4.653 3.183 2.299
H -3.162 2.315 2.304
H -5.019 0.800 2.965
H -4.288 0.262 1.451
```


no.,molar mass (g/mol)
1,1057.3
2,730.6
3,1029.5
4,691.1